(1)
Below is a single C22H30N4O2 molecule, with properties calculated with ωB97M-V with the def2-TZVPD basis set.

XYZ file:
```
58
Properties=species:S:1:pos:R:3:forces:R:3
O 0.214651 -2.106610 0.190337 0.1 -0.1 -0.1
O -3.665995 3.276452 0.227053 0.2 0.0 0.0
N -2.615623 -1.184187 0.247535 0.0 0.2 0.0
N -5.404190 1.830596 -0.045223 0.1 0.3 0.0
N 4.357045 -0.098044 0.037828 -0.1 0.0 0.1
N 0.753289 -0.146817 1.163200 0.0 0.3 0.1
C -5.918707 0.550177 -0.114876 -0.1 -0.6 0.0
C -4.059927 2.124689 0.149398 -0.1 0.0 0.0
C 6.584811 2.047536 -0.322321 0.1 -0.3 0.0
C 4.687475 -1.502874 -0.145505 0.0 0.0 -0.2
C -5.089710 -0.599677 -0.012444 -0.4 -0.1 -0.1
C -3.215515 0.961912 0.241192 0.1 -0.7 0.0
C 4.012748 -2.126516 -1.360814 0.1 0.1 0.3
C -0.119452 -0.988746 0.559765 0.2 0.0 0.2
C -5.686178 -1.864248 -0.065308 0.0 0.1 0.0
C -7.850424 -0.894378 -0.345278 0.1 -0.1 0.0
C 2.944815 0.198167 0.087941 -0.2 -0.2 0.2
C -6.287229 2.973173 -0.163355 0.0 0.4 0.0
C 6.542996 0.910661 0.699637 -0.3 0.2 0.1
C 6.218496 1.594315 -1.729755 0.0 0.3 0.0
C -7.044520 -2.016599 -0.229168 -0.1 -0.1 0.0
C -3.686396 -0.351545 0.150132 0.3 0.9 0.0
C -7.295735 0.365186 -0.286566 0.0 0.1 0.0
C -1.825425 0.905918 0.417873 0.0 -0.4 0.0
C -2.622939 -2.622460 0.189270 0.0 -0.7 0.0
C -1.476287 -0.429198 0.424173 -0.1 0.7 -0.1
C 5.124054 0.505899 1.114973 0.3 -0.1 0.0
C 2.159854 -0.448951 1.252059 0.4 0.0 -0.3
H -5.658850 3.860270 -0.082835 -0.2 -0.1 0.0
H -1.188490 1.764520 0.490025 0.2 0.1 0.0
H -7.023670 2.984264 0.641419 0.0 0.0 0.0
H 7.078121 0.048828 0.299901 0.1 -0.1 0.0
H 4.450142 -2.098318 0.754175 0.1 0.0 0.0
H 7.064058 1.229552 1.605965 0.1 -0.1 0.0
H -7.950276 1.215352 -0.373511 0.0 0.1 0.0
H 2.541775 -0.099050 2.214587 0.0 -0.1 0.0
H -6.791264 2.978368 -1.130672 0.0 0.0 0.0
H 0.458204 0.789748 1.383523 -0.1 -0.1 0.0
H -7.476194 -3.004959 -0.266048 0.0 -0.1 0.0
H 6.930691 0.852741 -2.085161 0.1 -0.1 -0.1
H 2.834647 1.286022 0.145738 -0.1 0.0 -0.1
H 2.489918 -0.129304 -0.849292 -0.1 0.1 0.0
H 5.228502 1.149704 -1.730906 0.0 0.0 -0.1
H 7.593393 2.469312 -0.334433 0.0 0.1 0.0
H 5.902174 2.839133 -0.005390 0.0 0.1 0.1
H 2.950125 -2.282814 -1.194766 -0.1 0.0 0.0
H -3.088425 -2.960376 -0.737693 0.0 0.0 0.1
H -1.591752 -2.971823 0.202957 -0.2 0.1 0.0
H -8.916443 -1.001430 -0.477620 -0.1 0.0 0.0
H -5.081177 -2.747376 0.029526 0.1 -0.1 0.0
H 5.194118 -0.173112 1.983207 -0.1 0.1 0.0
H 5.769732 -1.550388 -0.288601 0.0 -0.1 0.1
H 4.148428 -1.489364 -2.231116 0.0 0.1 -0.1
H -3.154602 -3.041663 1.046236 0.0 0.0 -0.1
H 6.232568 2.438782 -2.415569 0.0 0.0 -0.1
H 4.466286 -3.093367 -1.565609 0.0 -0.1 0.0
H 2.250281 -1.535432 1.197539 0.1 0.1 0.1
H 4.602006 1.408334 1.442672 0.0 0.0 0.1
```
Positions in Å, forces in eV/Å.

The calculation puts the electronic energy at -33357.7921 eV. The HOMO-LUMO gap comes out at 0.309 Eh. For the relative energy (zero: lowest compared OMol25 entry of this formula, charge and spin), the calculation gives 135.5 kJ/mol.



(2)
Below is 2 unconnected molecules or ions with the total composition C6H11NO2S at a distorted geometry, with properties calculated with ωB97M-V with the def2-TZVPD basis set.

XYZ file:
```
21
Properties=species:S:1:pos:R:3:forces:R:3
S 3.171096 0.482658 0.539698 0.3 -0.2 -0.7
O 0.192232 1.473762 -1.880299 -0.9 -0.6 0.2
O 0.727740 2.697617 -0.112358 -0.8 1.0 -1.0
N -1.557260 -0.062016 -0.556253 0.6 1.5 1.1
C 2.838414 -0.876008 -0.287288 0.9 2.4 -1.5
C -2.682857 -0.777463 -0.162423 -1.6 -2.9 -0.2
C -1.007401 0.958171 0.158469 1.5 0.8 -1.1
C -1.196310 1.321240 1.419971 1.7 0.6 0.0
C 2.266498 -2.003059 0.359671 -1.8 -2.2 -1.5
C -0.020812 1.690536 -0.710822 2.2 1.7 -0.4
H -1.330429 -0.053366 -1.510930 0.3 0.1 -1.3
H 1.017030 3.395674 -0.813204 -0.7 -2.3 1.5
H 1.210544 -1.726015 0.277512 -0.4 -0.3 0.3
H -3.589208 -0.569118 -0.813343 0.8 -0.2 0.9
H -1.916758 0.768567 1.914355 -1.2 -0.7 1.5
H 2.837297 -0.920491 -1.447355 0.2 0.2 1.9
H -0.433709 1.917945 1.958889 -1.1 -0.1 -0.6
H -2.972890 -0.724135 0.914236 0.4 0.3 -0.9
H -2.358308 -1.852280 -0.340356 -1.1 0.8 0.3
H 2.472642 -2.241347 1.361562 0.6 0.2 1.3
H 2.332439 -2.900870 -0.269722 0.1 0.0 0.2
```
Positions in Å, forces in eV/Å.

The calculation puts the electronic energy at -22818.6540 eV. The HOMO-LUMO gap comes out at 0.313 Eh. For the relative energy (zero: lowest compared OMol25 entry of this formula, charge and spin), the calculation gives 141.7 kJ/mol.



(3)
Below is 2 unconnected molecules or ions with the total composition C3H9N3O at a distorted geometry, with properties calculated with ωB97M-V with the def2-TZVPD basis set.

XYZ file:
```
16
Properties=species:S:1:pos:R:3:forces:R:3
O 0.360520 -2.227793 -0.609965 -0.6 0.4 -0.1
N -0.112991 0.049869 -1.225649 -1.1 0.5 0.1
N -1.667009 0.596013 1.231502 0.6 0.3 -0.2
N -1.303875 -0.549836 -1.166320 1.1 -0.2 0.2
C 1.874209 0.750621 -0.092618 -0.1 0.1 0.0
C -0.360053 0.857868 1.037842 -0.8 -0.3 0.0
C 0.392806 0.523194 -0.073412 0.3 -0.5 -0.4
H 2.189476 1.454277 0.678006 0.0 0.0 0.0
H -2.180622 1.159949 1.890169 0.1 0.0 0.0
H -0.983482 -1.583256 -0.676266 0.9 0.1 0.1
H 0.882199 -2.872324 -0.114255 -0.6 0.0 0.0
H 2.185980 1.121384 -1.068947 0.0 0.0 0.0
H 2.368243 -0.211059 0.069213 0.0 0.0 0.0
H -2.158097 0.182358 0.438822 0.1 -0.1 0.2
H 0.118673 1.452792 1.807028 0.0 0.0 0.0
H -1.605978 -0.704055 -2.125149 0.1 -0.1 0.1
```
Positions in Å, forces in eV/Å.

The calculation puts the electronic energy at -9770.9736 eV. The HOMO-LUMO gap comes out at 0.268 Eh. For the relative energy (zero: lowest compared OMol25 entry of this formula, charge and spin), the calculation gives 440.5 kJ/mol.



(4)
Below is a gas-phase ion, C5H6N (charge +1) at a distorted geometry, with properties calculated with ωB97M-V with the def2-TZVPD basis set.

XYZ file:
```
12
Properties=species:S:1:pos:R:3:forces:R:3
N -0.959361 0.987762 -0.000885 -0.1 0.1 0.0
C 0.636262 -1.179363 0.000246 0.1 -0.8 0.0
C 1.348283 0.174457 -0.001326 0.0 0.0 0.0
C -1.737000 -0.236187 0.001914 -1.7 -0.7 0.0
C 0.264725 1.202526 -0.002648 0.6 0.2 0.0
C -0.639934 -1.157998 -0.005288 1.0 1.5 0.0
H 1.994676 0.271322 -0.881261 -0.1 0.0 0.1
H 1.260972 -2.059422 0.002436 0.0 -0.3 0.0
H 1.996417 0.273847 0.876953 -0.1 0.0 -0.1
H -2.365884 -0.261671 0.897920 0.2 0.0 -0.1
H 0.577177 2.244608 -0.003366 -0.1 0.1 0.0
H -2.376331 -0.259884 -0.884693 0.1 0.0 0.1
```
Positions in Å, forces in eV/Å.

The calculation puts the electronic energy at -6761.4058 eV. The HOMO-LUMO gap (alpha / beta) comes out at 0.323 / 0.323 Eh. For the relative energy (zero: lowest compared OMol25 entry of this formula, charge and spin), the calculation gives 363.9 kJ/mol. As for the total charge: +1.